The following is a quantum chemistry calculation of C3H5N2S as an isolated structure in a non-equilibrium geometry, from OMol25.

Values from the calculation:
Multiplicity: 1
Total charge: -1
Relative energy (zero: lowest compared OMol25 entry of this formula, charge and spin) (kJ/mol): 118.1

Structure (XYZ):
```
11
C3H5N2S | OMol25 | the ωB97M-V functional and the def2-TZVPD basis
C -0.73 -1.15 -0.15
C 0.55 -1.46 0.20
C -0.65 1.24 -0.03
N -0.28 0.04 -0.78
N 1.14 -0.34 -0.34
S 2.46 0.68 0.07
H -1.70 -1.46 -0.15
H 1.17 -2.13 0.75
H -0.66 1.02 1.06
H 0.26 1.97 -0.23
H -1.56 1.58 -0.41
```